Entry 1:
DFT (the ωB97M-V functional and the def2-TZVPD basis) results for one molecule with the formula C5H9ClO2S in a non-equilibrium geometry.

The geometry in XYZ format:
```
18
Properties=species:S:1:pos:R:3
C 0.20 -0.31 1.95
C -0.14 -0.33 0.46
C 0.35 0.88 -0.26
C 0.13 0.57 -1.77
O 0.72 -0.62 -2.10
S -1.55 0.67 -2.60
C 0.76 1.86 -2.43
O 1.57 1.86 -3.30
Cl -0.05 3.40 -1.90
H 1.20 -0.72 2.19
H -0.44 -0.78 2.51
H 0.23 0.68 2.30
H -1.20 -0.35 0.34
H 0.18 -1.20 -0.09
H -0.06 1.81 -0.01
H 1.58 0.86 -0.18
H 1.13 -0.68 -2.99
H -1.37 -0.64 -2.77
```

LUMO energy: 0.0187 Eh
E: -1204.7329 Ha
F_max: 5.1 eV/Å
Kohn-Sham gap: 10.09 eV
Relative energy (zero: lowest compared OMol25 entry of this formula, charge and spin): 0.431 eV
HOMO: -9.587 eV


Entry 2:
DFT (the ωB97M-V functional and the def2-TZVPD basis) results for an isolated ion of composition C3H9N3 and charge +1 in a non-equilibrium geometry.

The geometry in XYZ format:
```
15
Properties=species:S:1:pos:R:3
C -1.63 -0.18 1.99
C -1.03 -0.77 0.72
N 0.23 -0.12 0.43
C 0.77 0.29 -0.72
N 0.03 -0.05 -1.83
N 1.94 0.92 -0.70
H -1.86 0.87 1.78
H -2.60 -0.56 2.30
H -0.95 -0.11 2.83
H -1.73 -0.52 -0.08
H -0.88 -1.84 0.81
H 0.79 0.27 1.18
H -0.39 -0.97 -1.72
H 0.56 0.06 -2.69
H 2.04 1.45 -1.57
```

Charge: +1
LUMO energy (spin up / spin down): -0.1190 / -0.2886 Eh
2S+1: 2
E: -283.6702 Ha
F_max: 3.7 eV/Å
Kohn-Sham gap (spin up / spin down): 12.71 / 7.61 eV
Relative energy (zero: lowest compared OMol25 entry of this formula, charge and spin): 0.000 eV
HOMO (spin up / spin down): -15.945 / -15.460 eV


Entry 3:
DFT (the ωB97M-V functional and the def2-TZVPD basis) results for a 2-piece molecular cluster, C3H4S2 overall in a non-equilibrium geometry.

The geometry in XYZ format:
```
9
Properties=species:S:1:pos:R:3
C 1.50 -0.08 0.49
C 1.91 -0.95 1.29
S 1.39 -1.69 -0.35
H 1.13 0.88 0.12
H 2.07 -1.21 2.29
C -1.67 -1.33 -1.00
S -2.61 -0.89 0.18
H -1.98 -1.01 -2.06
H -0.72 -1.86 -0.90
```

LUMO energy: -0.0013 Eh
E: -912.9221 Ha
F_max: 2.7 eV/Å
Kohn-Sham gap: 7.92 eV
Relative energy (zero: lowest compared OMol25 entry of this formula, charge and spin): 3.764 eV
HOMO: -7.957 eV


Entry 4:
DFT (the ωB97M-V functional and the def2-TZVPD basis) results for one molecule with the formula C3H9N3 in a non-equilibrium geometry.

The geometry in XYZ format:
```
15
Properties=species:S:1:pos:R:3
H -0.68 2.75 -0.72
N -0.30 2.23 -1.52
C 0.33 1.26 -0.93
N 1.59 0.82 -1.26
N -0.30 0.39 -0.07
C 0.03 -0.99 0.26
C -1.01 -1.55 1.29
H 1.97 0.07 -0.70
H 2.30 1.52 -1.40
H -1.20 0.68 0.28
H 0.09 -1.45 -0.71
H 0.94 -1.07 0.86
H -0.95 -2.60 1.50
H -0.83 -0.89 2.14
H -1.98 -1.17 0.96
```

LUMO energy: 0.0301 Eh
E: -283.9348 Ha
F_max: 2.6 eV/Å
Kohn-Sham gap: 8.84 eV
Relative energy (zero: lowest compared OMol25 entry of this formula, charge and spin): 1.315 eV
HOMO: -8.018 eV